Entry 1:
Computed, not measured: C18H19FN2S as an isolated structure in a non-equilibrium geometry, with ωB97M-V with the def2-TZVPD basis set.

Computed properties:
orbital gap = 0.308 Ha
energy = -35492.0262 eV

The geometry in XYZ format:
```
41
Properties=species:S:1:pos:R:3:forces:R:3:lowdin_charge:R:1
F -4.741 -1.956 -0.756 1.39 -0.19 -0.74 0.01
C -3.648 -1.476 -0.070 -3.29 0.41 2.71 -0.14
C -2.333 -1.638 -0.443 -8.88 -2.91 -3.41 -0.04
C -1.409 -1.277 0.357 3.38 -0.24 -1.41 -0.49
C -1.759 -0.693 1.369 -3.15 8.51 14.63 -0.05
C -3.158 -0.343 1.903 1.70 -2.29 -2.86 -0.01
C -4.220 -0.856 1.222 5.83 -0.83 -4.32 0.04
H -5.186 -0.513 1.166 -2.26 0.28 0.51 0.08
H -3.387 0.349 2.638 0.52 1.13 1.81 0.07
H -0.957 -0.190 2.151 -1.70 -1.40 -2.20 0.16
C -0.096 -1.248 -0.013 6.43 -7.38 -2.45 -0.15
H -0.030 -2.298 -0.662 0.19 2.23 0.87 0.18
H 0.645 -1.645 0.725 -0.55 1.26 0.21 0.14
C 0.421 -0.234 -0.952 -1.98 -5.08 -3.40 -0.30
N 0.327 0.967 -0.520 1.70 10.83 8.11 -0.07
C -0.826 1.745 -0.370 1.12 -2.16 -3.38 -0.86
S -1.944 1.459 -1.525 -1.99 0.89 -0.36 0.72
N -0.717 2.705 0.519 -1.09 4.93 0.91 0.04
H -1.139 3.694 0.286 0.53 -3.20 0.46 0.20
C 0.568 2.811 1.225 1.12 -1.30 -12.80 -0.10
H 0.421 2.836 2.100 -1.88 0.12 12.24 0.01
H 1.104 3.698 0.928 0.34 0.31 -0.43 0.13
C 1.210 1.529 0.740 -0.94 -4.33 1.98 -0.21
C 2.614 1.617 0.406 4.04 2.77 -6.89 -0.15
C 3.391 0.423 -0.169 -2.72 -0.90 15.77 -0.24
C 3.642 -0.572 1.153 -0.62 -3.30 -0.70 0.09
C 4.210 -1.996 1.018 -2.83 10.03 0.06 0.00
C 4.733 -2.033 -0.246 4.70 -15.45 11.02 -0.25
C 4.475 -1.387 -1.190 1.07 5.37 -16.64 -0.20
C 3.941 -0.175 -1.086 -0.09 4.89 -10.97 -0.20
H 3.809 0.629 -2.062 0.66 -2.60 1.51 0.19
H 4.916 -1.663 -2.392 -1.34 0.67 3.90 0.21
H 5.228 -3.105 -0.306 -0.38 2.05 -0.86 0.16
H 4.294 -2.588 1.853 0.42 -1.53 1.38 0.06
H 3.158 -0.362 2.139 0.48 0.27 -0.86 0.08
H 3.236 2.362 1.029 -0.89 -1.61 -0.80 0.15
H 2.726 2.127 -0.880 -0.93 -0.03 3.50 0.21
H 1.172 0.714 1.777 -0.24 1.91 -3.15 0.20
H 1.400 -0.466 -1.318 0.27 -0.32 -0.46 0.12
H -0.392 -0.169 -1.753 1.31 -0.75 -0.08 0.10
H -2.201 -2.370 -1.150 0.54 -1.07 -2.39 0.12
```
Forces are in eV/Å.

=====

Entry 2:
Computed, not measured: C18H19FN6PRu as an isolated structure in a non-equilibrium geometry, with ωB97M-V with the def2-TZVPD basis set.

Computed properties:
orbital gap (alpha / beta) = 0.226 / 0.227 Ha
charge = +3
energy = -42473.4005 eV

The geometry in XYZ format:
```
46
Properties=species:S:1:pos:R:3:forces:R:3:lowdin_charge:R:1
Ru -0.011 0.002 1.202 0.89 0.00 0.80 1.42
C -1.507 2.585 -3.241 -0.02 0.04 -1.24 0.01
N -1.417 2.438 -1.813 0.27 -0.43 1.12 -0.11
C -1.921 3.313 -0.908 0.08 -0.08 0.73 0.02
C -1.627 2.820 0.343 -0.50 0.68 0.32 -0.06
N -0.955 1.661 0.197 1.18 -2.54 -0.72 -0.05
C -0.826 1.429 -1.133 0.21 -0.35 -0.36 -0.42
P 0.003 0.004 -2.014 -0.03 0.00 1.31 1.22
C 1.649 0.001 -1.130 -0.30 0.01 -0.33 -0.43
N 1.917 0.002 0.201 -2.95 0.00 -0.96 -0.05
C 3.255 -0.003 0.345 0.99 -0.01 0.24 -0.06
C 3.828 -0.007 -0.909 -0.07 0.00 0.84 0.02
N 2.818 -0.004 -1.811 -0.59 0.00 1.08 -0.11
C 2.987 -0.009 -3.241 0.06 0.00 -1.23 0.01
C -0.823 -1.423 -1.135 0.20 0.35 -0.36 -0.42
N -0.955 -1.657 0.195 1.18 2.54 -0.72 -0.05
C -1.622 -2.819 0.339 -0.50 -0.69 0.34 -0.06
C -1.910 -3.313 -0.914 0.07 0.06 0.73 0.02
N -1.407 -2.436 -1.816 0.26 0.44 1.12 -0.11
C -1.491 -2.582 -3.245 -0.02 -0.03 -1.24 0.01
H -2.042 3.503 -3.483 0.05 -0.09 0.13 0.12
H -2.049 1.748 -3.685 0.00 0.08 0.10 0.11
H -0.514 2.641 -3.690 -0.07 0.04 0.10 0.11
H -2.445 4.209 -1.188 -0.03 0.07 -0.04 0.16
H -1.870 3.234 1.305 -0.06 0.07 0.03 0.13
H 3.734 -0.003 1.309 0.09 0.00 0.02 0.13
H 4.866 -0.011 -1.191 0.07 0.00 -0.04 0.16
H 4.050 -0.013 -3.485 -0.10 0.00 0.13 0.12
H 2.539 0.880 -3.689 0.07 -0.04 0.11 0.11
H 2.533 -0.896 -3.684 0.07 0.04 0.10 0.11
H -1.867 -3.235 1.299 -0.06 -0.06 0.03 0.13
H -2.429 -4.211 -1.197 -0.03 -0.07 -0.04 0.16
H -2.021 -3.502 -3.490 0.05 0.09 0.13 0.12
H -0.495 -2.633 -3.690 -0.07 -0.04 0.10 0.11
H -2.034 -1.747 -3.691 0.00 -0.08 0.10 0.11
F 0.004 0.003 7.217 -0.03 0.00 -0.23 0.20
C 0.002 0.003 5.915 0.05 0.00 -0.39 -0.20
C 0.003 -1.227 5.234 0.05 0.17 -0.07 0.07
C 0.004 -1.224 3.853 0.02 -0.81 0.20 -0.06
C 0.003 0.003 3.199 -0.46 -0.01 -2.29 -0.23
C 0.005 1.230 3.853 0.02 0.82 0.20 -0.06
C 0.003 1.233 5.235 0.05 -0.17 -0.07 0.07
H 0.005 -2.148 5.800 -0.02 -0.05 0.01 0.15
H 0.010 -2.172 3.315 -0.03 0.15 0.10 0.12
H 0.011 2.178 3.315 -0.03 -0.14 0.10 0.12
H 0.006 2.154 5.800 -0.02 0.05 0.01 0.15
```
Forces are in eV/Å.

=====

Entry 3:
Computed, not measured: one molecule with the formula C18H19N3O4, with ωB97M-V with the def2-TZVPD basis set.

Computed properties:
orbital gap = 0.309 Ha
energy = -31635.4314 eV

The geometry in XYZ format:
```
44
Properties=species:S:1:pos:R:3:forces:R:3:lowdin_charge:R:1
C -3.180 -3.108 -0.969 -0.25 -0.08 -0.47 -0.07
O -2.560 -3.253 0.290 0.21 0.16 0.32 -0.06
C -2.094 -2.185 0.990 0.07 -0.05 0.14 -0.20
C -1.603 -2.509 2.254 -0.07 0.04 -0.26 0.01
C -1.053 -1.559 3.089 0.08 0.30 -0.03 -0.02
C -0.981 -0.240 2.667 -0.40 -0.27 0.00 -0.17
C -0.344 0.783 3.539 -0.04 0.09 0.03 -0.43
O -0.569 0.885 4.727 -0.05 -0.14 0.16 0.08
N 0.521 1.651 2.925 0.14 0.44 0.33 0.14
C 1.015 1.621 1.615 0.29 0.16 -0.52 -0.26
C 1.181 2.826 0.930 -0.15 -0.21 0.33 -0.03
C 1.616 2.863 -0.387 0.15 -0.27 -0.31 -0.01
C 1.868 1.658 -1.013 -0.17 -0.02 0.52 -0.16
C 1.729 0.442 -0.315 -0.10 0.55 0.20 -0.14
C 1.334 0.406 1.005 0.28 0.10 -0.25 0.05
N 2.044 -0.568 -1.191 0.02 0.10 -0.02 0.00
C 2.002 -1.978 -0.924 0.02 -0.19 -0.01 0.00
C 2.373 -0.028 -2.420 0.06 -0.08 -0.21 -0.46
O 2.688 -0.638 -3.417 0.11 -0.22 -0.32 0.08
N 2.266 1.343 -2.293 0.01 -0.09 0.02 -0.01
C 2.543 2.260 -3.363 0.04 0.05 -0.13 -0.01
C -1.513 0.110 1.429 -0.16 -0.10 0.12 0.02
C -2.052 -0.838 0.573 -0.06 0.04 -0.15 -0.18
O -2.527 -0.521 -0.676 0.01 -0.44 0.36 -0.11
C -2.378 0.798 -1.139 0.04 0.25 -0.10 -0.07
H -2.486 -2.730 -1.722 -0.08 -0.04 0.06 0.09
H -3.500 -4.113 -1.241 0.01 0.08 0.00 0.09
H -4.050 -2.450 -0.917 0.06 -0.06 -0.02 0.10
H -1.660 -3.543 2.552 -0.01 -0.13 0.02 0.12
H -0.668 -1.832 4.058 0.03 -0.03 0.12 0.12
H 0.808 2.430 3.504 -0.09 -0.19 0.01 0.16
H 0.953 3.751 1.438 -0.08 0.09 0.06 0.11
H 1.737 3.802 -0.902 0.02 0.12 -0.07 0.11
H 1.257 -0.523 1.543 -0.01 -0.12 0.04 0.13
H 2.248 -2.492 -1.853 -0.02 0.00 0.09 0.09
H 2.729 -2.247 -0.155 -0.02 -0.03 -0.02 0.10
H 1.004 -2.274 -0.591 0.01 -0.02 -0.01 0.09
H 2.829 1.667 -4.230 -0.02 0.08 0.04 0.09
H 3.362 2.931 -3.093 -0.02 0.00 -0.03 0.10
H 1.657 2.853 -3.602 0.03 0.00 -0.02 0.10
H -1.498 1.146 1.135 0.05 0.07 -0.12 0.12
H -2.972 1.504 -0.550 0.04 -0.02 -0.01 0.10
H -2.749 0.786 -2.163 0.04 0.07 0.06 0.10
H -1.328 1.111 -1.136 -0.02 0.00 0.02 0.09
```
Forces are in eV/Å.

=====

Entry 4:
Computed, not measured: one molecule with the formula C18H19N3O4S in a non-equilibrium geometry, with ωB97M-V with the def2-TZVPD basis set.

Computed properties:
orbital gap = 0.297 Ha
energy = -42466.5539 eV

The geometry in XYZ format:
```
45
Properties=species:S:1:pos:R:3:forces:R:3:lowdin_charge:R:1
C 2.180 -3.444 1.721 -0.56 2.02 -0.26 0.02
C 2.377 -2.168 1.281 -0.62 -2.27 0.28 -0.14
C 3.201 -1.804 0.049 -1.00 0.27 0.03 -0.12
N 2.430 -0.954 -0.911 0.40 0.22 -0.06 0.00
C 1.879 -1.406 -2.127 -0.48 0.92 -0.30 -0.26
C 1.972 -2.783 -2.784 -0.09 0.79 -0.01 -0.03
C 1.252 -0.326 -2.707 -0.61 0.04 0.38 -0.01
C 1.376 0.817 -1.814 0.04 -1.56 -0.84 -0.16
C 0.778 2.136 -2.018 1.26 2.20 -0.44 -0.31
O 1.505 3.128 -2.122 -0.96 -1.09 0.24 0.09
C -0.733 2.374 -2.115 -0.13 -1.87 -0.93 -0.05
N -1.463 1.691 -1.038 -0.83 -1.44 1.14 -0.03
N -1.535 0.205 -1.148 -0.10 0.67 0.75 -0.04
S -2.530 -0.749 -0.128 -1.00 -1.18 -1.55 0.72
O -1.715 -1.853 0.381 -0.33 1.86 -0.14 -0.31
O -3.669 -1.229 -0.931 1.38 1.74 1.76 -0.31
C -2.959 0.417 1.230 0.14 -0.47 0.01 -0.18
C -3.607 -0.205 2.311 -0.03 0.81 -0.09 -0.06
C -3.955 0.561 3.427 1.11 0.09 -0.51 -0.05
C -3.527 1.901 3.521 -0.40 -0.43 -0.64 -0.06
C -2.846 2.503 2.465 0.09 -0.19 -0.61 0.00
C -2.563 1.779 1.264 -0.55 -1.37 0.34 -0.08
C -1.874 2.411 0.095 1.41 1.21 -0.39 -0.36
O -1.605 3.609 0.144 -0.49 -0.88 -0.07 0.07
C 2.163 0.432 -0.760 -0.63 -0.48 -0.09 -0.19
C 2.539 1.313 0.411 0.03 -0.92 -0.05 0.00
H 1.490 -3.645 2.558 0.60 0.22 -0.41 0.06
H 2.563 -4.311 1.216 0.34 -0.15 -0.19 0.05
H 1.835 -1.386 1.826 0.43 -0.01 -0.38 0.09
H 3.588 -2.691 -0.479 -0.40 0.29 0.22 0.12
H 4.062 -1.259 0.397 0.45 0.48 -0.10 0.11
H 1.505 -3.565 -2.171 0.19 0.15 -0.20 0.08
H 1.476 -2.757 -3.807 0.57 0.10 1.44 0.10
H 3.033 -2.988 -2.930 -0.02 -0.43 -0.09 0.07
H 0.696 -0.366 -3.658 0.43 0.08 0.69 0.12
H -1.131 2.059 -3.116 0.36 -0.27 0.86 0.15
H -0.873 3.427 -2.119 -0.27 0.78 0.67 0.11
H -0.623 -0.274 -1.078 -0.02 0.88 -0.02 0.08
H -3.837 -1.268 2.283 0.01 0.21 -0.11 0.12
H -4.419 0.041 4.244 -0.31 0.16 0.29 0.10
H -3.780 2.523 4.379 0.13 -0.34 -0.09 0.11
H -2.559 3.552 2.610 0.04 -0.55 -0.59 0.13
H 2.164 2.346 0.352 0.16 -0.52 -0.48 0.09
H 3.626 1.324 0.481 0.05 0.21 0.31 0.08
H 2.114 0.884 1.319 0.23 0.02 0.23 0.07
```
Forces are in eV/Å.

=====

Entry 5:
Computed, not measured: one molecule with the formula C18H19NO2, with ωB97M-V with the def2-TZVPD basis set.

Computed properties:
orbital gap = 0.315 Ha
energy = -24559.4080 eV

The geometry in XYZ format:
```
40
Properties=species:S:1:pos:R:3:forces:R:3:lowdin_charge:R:1
C -4.123 -1.030 -1.049 0.03 0.13 0.09 -0.06
C -4.624 0.026 -1.989 0.05 0.01 -0.01 -0.34
C -5.798 -0.394 -2.819 0.06 0.17 0.00 -0.06
C -4.114 1.253 -2.085 -0.26 0.04 -0.07 0.01
C -2.991 1.822 -1.296 0.10 -0.33 -0.10 -0.47
O -3.074 2.899 -0.744 -0.01 0.20 0.08 0.07
N -1.875 1.031 -1.294 -0.06 -0.26 -0.23 0.12
C -0.642 1.245 -0.669 0.34 0.05 0.21 -0.22
C 0.363 0.303 -0.865 -0.23 0.18 0.00 -0.02
C 1.604 0.446 -0.272 0.27 0.06 0.09 -0.01
C 1.862 1.547 0.536 -0.30 0.11 -0.09 -0.27
O 3.045 1.800 1.168 -0.08 0.08 0.12 -0.05
C 4.121 0.911 0.975 0.32 -0.03 -0.05 -0.15
C 3.915 -0.459 1.577 -0.04 0.04 0.02 -0.22
C 4.595 -1.556 1.063 -0.04 0.16 0.02 -0.05
C 4.423 -2.809 1.622 0.05 -0.10 -0.01 -0.09
C 3.565 -2.979 2.695 0.00 -0.11 0.02 -0.09
C 2.884 -1.889 3.211 -0.02 0.00 0.06 -0.07
C 3.062 -0.634 2.657 0.04 0.08 -0.03 -0.03
C 0.853 2.489 0.735 0.35 -0.25 0.00 0.01
C -0.383 2.346 0.145 -0.12 0.07 -0.01 0.00
H -4.969 -1.532 -0.582 -0.04 -0.08 0.03 0.08
H -3.559 -1.789 -1.593 0.03 -0.12 -0.01 0.09
H -3.492 -0.616 -0.267 0.04 -0.08 0.06 0.08
H -5.580 -1.332 -3.330 -0.03 -0.09 -0.06 0.08
H -6.666 -0.561 -2.181 -0.08 -0.07 0.03 0.09
H -6.052 0.360 -3.558 -0.05 0.03 -0.07 0.08
H -4.592 1.981 -2.727 -0.06 0.05 -0.09 0.12
H -1.922 0.190 -1.852 -0.11 0.21 0.05 0.13
H 0.175 -0.560 -1.490 -0.02 -0.09 -0.06 0.11
H 2.352 -0.313 -0.440 0.06 -0.05 0.00 0.11
H 4.967 1.401 1.473 -0.11 -0.07 -0.16 0.14
H 4.362 0.823 -0.094 -0.03 0.01 0.11 0.13
H 5.262 -1.425 0.222 0.05 0.00 -0.11 0.11
H 4.957 -3.656 1.216 0.04 -0.07 -0.03 0.10
H 3.427 -3.959 3.128 -0.01 -0.08 0.03 0.10
H 2.214 -2.016 4.048 -0.06 -0.02 0.07 0.10
H 2.534 0.218 3.059 -0.07 0.07 0.02 0.12
H 1.064 3.340 1.364 0.02 0.11 0.07 0.12
H -1.153 3.082 0.303 -0.01 0.02 0.00 0.10
```
Forces are in eV/Å.

=====

Entry 6:
Computed, not measured: C18H20BrCl3O2PdSi2 as an isolated structure, with ωB97M-V with the def2-TZVPD basis set.

Computed properties:
orbital gap = 0.310 Ha
energy = -149932.4193 eV

The geometry in XYZ format:
```
47
Properties=species:S:1:pos:R:3:forces:R:3:lowdin_charge:R:1
Pd -0.430 0.646 0.892 0.37 -0.06 0.39 0.79
C -2.118 -2.234 0.978 0.10 0.03 -0.08 -0.18
Si -1.173 -1.227 -0.275 0.07 0.30 -0.36 0.59
C -2.264 -0.846 -1.746 0.04 -0.26 0.12 -0.19
C 0.387 -2.088 -0.862 -0.29 -0.06 0.05 -0.29
C 0.357 -3.387 -1.375 -0.05 -0.05 0.00 -0.09
C 1.511 -3.992 -1.842 0.15 0.08 0.01 -0.08
C 2.719 -3.298 -1.806 -0.16 -0.09 0.01 -0.08
C 2.755 -2.009 -1.304 0.07 0.03 0.00 -0.09
C 1.596 -1.394 -0.826 0.16 0.23 0.06 -0.29
Si 1.608 0.374 -0.193 -0.07 0.05 -0.23 0.59
C 2.867 0.641 1.157 0.07 -0.12 -0.14 -0.18
C 1.929 1.533 -1.627 0.14 -0.14 0.12 -0.19
H -2.423 -3.141 0.442 -0.01 -0.02 0.11 0.04
H -3.022 -1.753 1.351 0.00 0.08 -0.04 0.04
H -1.488 -2.514 1.819 0.04 -0.04 0.05 0.01
H -2.502 -1.804 -2.223 -0.02 0.01 -0.02 0.04
H -1.741 -0.237 -2.475 0.03 -0.01 -0.13 0.01
H -3.201 -0.353 -1.490 0.01 0.05 0.09 0.04
H -0.576 -3.940 -1.413 0.00 0.01 0.01 0.10
H 1.475 -5.002 -2.230 0.01 -0.01 -0.01 0.10
H 3.625 -3.766 -2.166 0.00 -0.01 -0.01 0.10
H 3.704 -1.481 -1.287 -0.01 0.01 0.02 0.10
H 3.835 0.423 0.691 0.06 0.05 0.08 0.04
H 2.712 -0.047 1.987 0.04 0.04 -0.11 0.00
H 2.904 1.661 1.537 -0.06 0.06 -0.04 0.04
H 2.901 1.255 -2.050 0.00 0.02 0.00 0.04
H 1.969 2.585 -1.349 -0.05 0.01 0.09 0.04
H 1.185 1.408 -2.405 -0.01 -0.02 -0.14 0.01
Cl 2.258 -1.185 4.624 0.03 0.00 0.01 0.62
C 0.524 -0.842 4.720 -0.11 0.07 0.08 -1.51
Cl -0.381 -2.371 4.791 -0.02 -0.04 -0.01 0.61
Cl 0.194 0.106 6.167 0.01 -0.04 -0.04 0.62
C 0.058 -0.098 3.433 0.24 0.19 0.38 -0.84
O 0.486 -0.616 2.363 -0.38 -0.34 -0.43 -0.21
O -0.642 0.903 3.523 -0.22 0.10 -0.12 -0.02
Br -3.322 5.901 -1.889 0.01 -0.02 0.00 0.73
C -2.457 4.348 -1.233 0.01 -0.02 -0.10 -0.70
C -1.916 3.438 -2.130 -0.05 0.14 0.03 -0.12
C -1.284 2.305 -1.650 0.09 -0.16 0.08 -0.14
C -1.177 2.052 -0.285 -0.29 0.06 0.22 -0.27
C -1.734 2.991 0.592 0.05 -0.07 -0.05 -0.11
C -2.373 4.137 0.128 0.02 0.01 0.11 -0.13
H -1.991 3.621 -3.194 0.02 -0.02 -0.01 0.10
H -0.870 1.611 -2.363 0.01 -0.02 -0.09 0.07
H -1.676 2.838 1.669 -0.02 0.02 0.01 0.09
H -2.797 4.850 0.821 0.00 -0.01 0.00 0.10
```
Forces are in eV/Å.